The following is a quantum chemistry calculation of a single C18H21NO4S molecule, from the Open Molecules 2025 dataset.

Structure (ORCA input):
```
! wB97M-V def2-TZVPD RIJCOSX def2/J DEFGRID3
* xyz 0 1
C 6.1738 2.7932 -0.9408
O 6.0699 1.4585 -0.5123
C 4.8322 0.9240 -0.3493
C 3.6353 1.5879 -0.5692
C 2.4223 0.9504 -0.3735
C 2.3727 -0.3732 0.0500
C 1.1377 -1.0922 0.2713
C -0.1153 -0.6489 0.1066
C -1.2541 -1.5427 0.3769
O -1.1403 -2.6872 0.7799
N -2.4708 -0.9693 0.1651
C -3.6955 -1.7176 0.2552
C -4.3039 -1.9883 -1.1185
S -4.5210 -0.4845 -2.1282
C -5.8515 0.3914 -1.2156
C -5.3460 1.1071 -0.0196
C -4.3597 2.0394 0.1272
C -4.3040 2.3423 1.5095
C -5.2572 1.5740 2.0991
O -5.8916 0.8196 1.1836
C 3.5840 -1.0449 0.2733
C 4.8006 -0.4239 0.0817
O 6.0178 -1.0024 0.2740
C 6.0595 -2.3425 0.6968
H 5.7207 2.9369 -1.9273
H 7.2413 2.9987 -1.0025
H 5.7138 3.4836 -0.2259
H 3.6370 2.6151 -0.8978
H 1.5115 1.4980 -0.5547
H 1.2388 -2.1168 0.6103
H -0.3424 0.3517 -0.2291
H -2.5305 -0.0612 -0.2704
H -3.4454 -2.6711 0.7301
H -4.4098 -1.1843 0.8890
H -3.6352 -2.6113 -1.7120
H -5.2724 -2.4801 -1.0283
H -6.2621 1.0870 -1.9483
H -6.6122 -0.3356 -0.9333
H -3.7578 2.4563 -0.6546
H -3.6450 3.0351 1.9908
H -5.5722 1.4732 3.1183
H 3.5428 -2.0714 0.6016
H 5.5877 -3.0104 -0.0316
H 7.1164 -2.5903 0.7798
H 5.5800 -2.4731 1.6727
*
```

- Relative energy (zero: lowest compared OMol25 entry of this formula, charge and spin): 243.1 kJ/mol
- Structure (SMILES): COc1ccc(/C=C/C(=O)NCCSCc2ccco2)cc1OC
- E_tot: -1452.36367 hartree
- HOMO-LUMO gap: 8.28 eV